DFT (wB97M-V/def2-TZVPD) results for a molecular structure, C5H8O.

The calculation puts the HOMO energy (alpha / beta) at -7.63 / -7.63 eV. The max |F| comes out at 0.4 eV/A. As for the spin multiplicity: 1. As for the lowest unoccupied orbital energy (alpha / beta): 0.8 / 0.8 eV. The value obtained for the gap between HOMO and LUMO (alpha / beta) is 0.3103 / 0.3103 Eh. The calculation puts the total energy at -270.327865 Ha.

The geometry in XYZ format:
```
14
Properties=species:S:1:pos:R:3:forces:R:3
C 1.68735 -0.65880 0.20216 0.0 -0.1 0.0
C 0.63481 0.43837 0.06482 0.3 0.1 -0.1
C -0.57360 0.08510 -0.78668 0.0 0.0 0.0
C -1.33661 -0.62389 0.34800 -0.1 -0.4 -0.1
O -2.10023 0.55532 0.57419 0.0 0.1 0.0
C -1.32288 1.22825 -0.24221 -0.1 0.2 0.0
H 1.23246 -1.61751 0.48414 0.0 0.1 0.0
H 2.42450 -0.40266 0.97065 -0.1 0.0 -0.1
H 2.23042 -0.81369 -0.74129 -0.1 0.0 0.1
H 1.10839 1.39668 -0.18025 -0.1 -0.1 0.0
H -0.57678 -0.24209 -1.82926 0.0 0.1 0.2
H -0.21006 -0.11440 1.04506 0.0 0.0 0.0
H -1.92496 -1.54041 0.33046 0.1 0.1 0.0
H -1.27282 2.30974 -0.23978 0.0 -0.1 0.0
```
Positions in Å, forces in eV/Å.

---

DFT (wB97M-V/def2-TZVPD) results for a single BCl3 molecule.

As for the SMILES: ClB(Cl)Cl. The calculation puts the HOMO energy at -11.32 eV. The max |F| comes out at 3.2 eV/A. As for the spin multiplicity: 1. As for the lowest unoccupied orbital energy: -0.3 eV. The value obtained for the gap between HOMO and LUMO is 0.4056 Eh. The calculation puts the total energy at -1405.537925 Ha.

The geometry in XYZ format:
```
4
Properties=species:S:1:pos:R:3:forces:R:3
Cl -1.14314 1.24380 0.22932 -1.1 0.8 0.5
Cl 1.70611 0.29852 0.48815 -1.9 -0.7 0.0
Cl -0.46620 -1.47389 -0.85280 0.0 0.1 0.7
B -0.09677 -0.06842 0.13533 3.0 -0.2 -1.3
```
Positions in Å, forces in eV/Å.

---

DFT (wB97M-V/def2-TZVPD) results for 13 unconnected molecules or ions with the total composition C4H33NO13.

The calculation puts the HOMO energy at -9.91 eV. The max |F| comes out at 2.7 eV/A. As for the spin multiplicity: 1. As for the lowest unoccupied orbital energy: 0.0 eV. The value obtained for the gap between HOMO and LUMO is 0.3629 Eh. The calculation puts the total energy at -1205.026556 Ha.

The geometry in XYZ format:
```
51
Properties=species:S:1:pos:R:3:forces:R:3
C -2.35230 -0.19156 1.95082 -0.7 0.7 0.2
C -1.02507 -0.80708 2.30380 1.7 -1.2 1.7
C 0.29100 -0.03969 2.30272 0.5 1.7 -0.3
C 0.55170 1.04861 3.31824 -0.4 -0.2 -1.0
O 1.68890 1.42805 3.47646 -0.2 0.3 0.4
N -0.73012 -2.09043 1.64980 0.4 0.2 0.3
H -2.69109 -0.14083 0.91351 0.5 -0.9 -0.1
H -2.50547 0.86207 2.17786 0.5 0.0 0.7
H -3.08954 -0.73703 2.54141 -0.3 0.0 -0.3
H -1.01364 -1.08515 3.37777 -0.8 0.0 -0.3
H 0.40563 0.57449 1.39887 0.1 -0.4 -0.4
H 1.20964 -0.61420 2.46565 -0.5 -0.7 -0.5
H -0.33622 1.53983 3.75026 0.2 0.2 0.5
H -1.47935 -2.74726 1.81354 -0.1 -0.1 -0.6
H -0.49565 -1.92622 0.67964 -0.5 -0.3 -0.2
H 2.66446 -3.17272 2.37473 0.3 -0.3 0.0
H 1.17002 -3.16753 2.58101 -0.5 0.1 0.0
O 1.99954 -3.25607 3.06068 0.1 0.2 0.1
H 3.49574 -1.40980 0.56268 -0.2 -0.3 -0.3
H 2.22383 -1.97330 1.00648 -0.3 -0.3 -0.3
O 2.84165 -2.08892 0.26662 0.4 0.5 0.9
H -1.26564 -1.03933 -2.10007 -0.1 0.0 0.1
H -0.00645 -1.64537 -1.59662 -0.1 0.0 -0.2
O -0.77409 -1.86527 -2.15785 -0.1 0.0 0.3
H -1.51598 1.40836 -0.19885 0.3 0.4 0.1
H -0.32694 2.40913 -0.26959 -0.4 0.1 0.0
O -0.57596 1.48929 -0.38910 0.7 -0.5 0.0
H -1.38122 -3.56917 -0.61852 0.0 0.3 -0.3
H -2.09645 -3.45735 -1.98714 0.4 0.4 0.0
O -1.93804 -4.03156 -1.24315 -0.7 -1.4 0.5
H -2.99237 2.62317 -2.58978 -0.3 0.3 0.6
H -2.21122 1.42941 -2.71279 0.5 -0.7 0.7
O -2.80381 1.83271 -2.06047 -0.4 0.4 -1.4
H -3.07397 2.05526 -0.36080 -0.4 -0.4 0.2
H -3.70695 2.98421 0.57522 -0.1 -0.1 0.5
O -3.34604 2.08752 0.58361 -0.1 1.0 -0.9
H -0.76454 2.67213 -3.46612 0.2 -0.1 -0.1
H 0.06326 3.89188 -3.13096 0.0 0.0 -0.1
O -0.83808 3.62515 -3.34421 0.0 0.1 0.1
H 1.57986 -1.35757 -2.31164 0.6 -0.3 0.0
H 2.12685 -1.08019 -0.86290 -0.2 -0.3 -0.5
O 1.54077 -0.73671 -1.58137 -0.1 0.5 0.0
H 3.11922 0.75894 1.77284 0.4 0.2 0.4
H 4.63035 0.50765 1.29075 0.0 0.5 0.4
O 3.71628 0.23840 1.21894 -0.2 -0.4 -0.5
H 1.90928 2.51403 -1.79695 -0.4 -0.3 0.7
H 3.04104 2.25127 -2.74339 0.0 0.0 -0.1
O 2.27746 2.82272 -2.61490 0.2 0.2 -0.5
H -1.29991 -0.23191 -3.86839 0.9 -0.6 -0.2
H 0.12254 0.16126 -3.15859 0.0 -0.6 0.0
O -0.75043 0.42859 -3.44442 -1.0 1.8 -0.4
```
Positions in Å, forces in eV/Å.